The following is a DFT calculation (ωB97M-V with the def2-TZVPD basis set) of 2 unconnected molecules or ions with the total composition C12H17N in a non-equilibrium geometry.

Last column: Löwdin charge in e.
CARTESIAN COORDINATES (ANGSTROEM)
C 0.45650 2.52152 1.82482  -0.092
C 0.15867 1.03655 2.02309  -0.191
C 1.11446 0.20544 1.16667  -0.196
C 2.28733 -0.39138 1.51114  -0.051
N 2.93410 -0.91035 0.39239  0.072
C 2.17212 -0.65095 -0.70764  -0.215
C 2.40723 -0.77727 -2.06571  -0.022
C 1.40083 -0.36384 -2.95114  -0.114
C 0.27555 0.30379 -2.55232  -0.099
C 0.07753 0.52822 -1.17035  -0.039
C 0.99351 0.02799 -0.25730  -0.139
H 0.51982 2.73535 0.75785  0.069
H 1.46277 2.71117 2.20150  0.075
H -0.25986 3.12354 2.37965  0.069
H 0.38651 0.73220 3.04458  0.106
H -0.81640 0.72691 1.64820  0.089
H 2.66239 -0.52253 2.51522  0.119
H 3.87090 -1.29272 0.41965  0.155
H 3.24612 -1.33560 -2.46112  0.103
H 1.55698 -0.67312 -3.97845  0.098
H -0.51685 0.63914 -3.20547  0.097
H -0.70552 1.23600 -0.92551  0.107
C -3.43909 -0.76857 0.62388  -0.178
C -3.04506 -1.67841 -0.51258  -0.169
H -2.99969 -1.03005 1.58461  0.058
H -3.03494 0.24402 0.50785  0.052
H -4.51707 -0.70957 0.77580  0.061
H -1.98666 -1.52447 -0.73995  0.045
H -3.56030 -1.37970 -1.42911  0.065
H -3.10190 -2.76331 -0.42023  0.064

As for the SMILES: CCc1c[nH]c2ccccc12.CC. The molar mass is 175.28 g mol⁻¹. The calculated total energy comes out at -522.1971 Eh. The net charge is 0. For the lowest unoccupied orbital energy, the calculation gives 0.9 eV. Its multiplicity is 1.